76
Properties=species:S:1:pos:R:3 method="wB97M-V/def2-TZVPD" total_energy_ha=-4002.6808 charge=-1 gap_ev="4.310 / 4.608" lumo_ev="2.16 / 2.16" homo_ev="-2.15 / -2.45" spin_multiplicity=2
Ti 0.356 0.528 1.091
C 0.791 -2.508 1.548
C 0.153 -1.917 2.801
N -0.769 -0.791 2.490
C -2.088 -1.367 2.147
C -3.152 -0.388 1.658
C -0.893 0.119 3.651
C -1.145 1.593 3.267
N -0.909 1.836 1.849
C -1.386 2.971 1.303
C -1.323 3.115 -0.104
F -0.718 2.099 -0.759
C -1.862 4.158 -0.805
F -1.785 4.168 -2.144
C -2.497 5.204 -0.157
C -2.536 5.129 1.221
F -3.116 6.135 1.902
C -2.005 4.080 1.938
F -2.069 4.172 3.284
H 1.559 -3.226 1.835
H 0.065 -3.006 0.905
H 1.292 -1.707 0.979
H -0.382 -2.693 3.368
H 0.957 -1.524 3.416
H -1.938 -2.132 1.384
H -2.475 -1.879 3.039
H -2.751 0.291 0.908
H -3.972 -0.946 1.203
H -3.553 0.212 2.474
H -1.691 -0.232 4.321
H 0.047 0.089 4.191
H -2.172 1.861 3.531
H -0.471 2.207 3.872
H -2.924 6.034 -0.696
C 6.832 0.316 0.072
C 5.601 0.068 -0.786
O 4.551 -0.496 -0.009
P 3.216 0.298 0.673
S 2.021 0.792 2.791
S 1.831 0.579 -0.864
O 4.005 1.750 0.659
C 3.385 3.002 0.893
C 4.324 4.091 0.405
H 7.644 0.721 -0.538
H 7.161 -0.617 0.533
H 6.588 1.027 0.861
H 5.833 -0.645 -1.587
H 5.276 1.004 -1.249
H 3.184 3.118 1.959
H 2.430 3.049 0.359
H 5.277 4.024 0.933
H 3.883 5.070 0.600
H 4.512 3.987 -0.665
Te -1.079 -0.899 -1.263
C -0.349 -1.614 -3.134
C -0.902 -1.113 -4.306
C -0.494 -1.610 -5.535
C 0.474 -2.604 -5.598
C 1.042 -3.088 -4.428
C 0.634 -2.592 -3.198
C -2.676 -2.350 -1.326
C -2.420 -3.680 -1.002
C -3.440 -4.618 -0.990
C -4.739 -4.239 -1.302
C -5.002 -2.917 -1.635
C -3.979 -1.980 -1.644
H -1.651 -0.333 -4.254
H -0.927 -1.221 -6.448
H 0.791 -2.990 -6.558
H 1.806 -3.853 -4.473
H 1.093 -2.957 -2.288
H -1.406 -3.984 -0.764
H -3.224 -5.648 -0.731
H -5.537 -4.969 -1.284
H -6.011 -2.616 -1.890
H -4.192 -0.950 -1.903

71
Properties=species:S:1:pos:R:3 method="wB97M-V/def2-TZVPD" total_energy_ha=-2209.6854 charge=-2 gap_ev="3.405 / 5.570" lumo_ev="4.65 / 4.62" homo_ev="1.24 / -0.95" spin_multiplicity=3
Pt 1.409 0.350 -1.487
C 5.709 0.981 -1.894
Si 4.445 -0.434 -1.803
C 3.764 -0.526 -3.550
C 5.392 -2.071 -1.613
N 3.271 -0.210 -0.563
C 3.594 -0.228 0.753
C 4.904 -0.292 1.284
C 5.182 -0.317 2.646
C 4.163 -0.294 3.580
C 2.848 -0.249 3.109
C 2.575 -0.210 1.758
O 1.293 -0.244 1.263
C 0.212 0.115 2.000
C -0.897 -0.719 1.950
C -2.051 -0.356 2.626
C -2.106 0.827 3.352
C -0.995 1.662 3.381
C 0.162 1.317 2.701
H 6.402 0.814 -2.727
H 6.295 1.125 -0.986
H 5.165 1.909 -2.090
H 4.577 -0.838 -4.221
H 3.381 0.441 -3.880
H 2.938 -1.234 -3.624
H 6.046 -2.221 -2.478
H 4.669 -2.891 -1.591
H 5.998 -2.141 -0.709
H 5.744 -0.312 0.605
H 6.219 -0.358 2.965
H 4.366 -0.323 4.643
H 2.016 -0.256 3.802
H -0.844 -1.610 1.337
H -2.921 -0.999 2.565
H -3.016 1.110 3.868
H -1.036 2.602 3.921
H 1.031 1.962 2.695
C -5.463 1.247 -0.248
C -4.264 1.552 0.643
N -3.168 2.161 -0.083
C -3.235 3.596 -0.272
C -2.310 4.371 0.660
C -2.276 1.324 -0.767
S -1.160 2.247 -1.772
N -2.462 0.066 -0.624
C -1.631 -1.027 -0.872
O -0.361 -0.993 -0.855
C -2.318 -2.276 -0.997
C -3.738 -2.415 -0.928
C -4.347 -3.642 -1.051
C -3.603 -4.817 -1.256
C -2.204 -4.698 -1.321
C -1.575 -3.481 -1.196
H -6.278 0.804 0.332
H -5.169 0.546 -1.029
H -5.840 2.157 -0.726
H -3.903 0.635 1.102
H -4.553 2.238 1.447
H -4.271 3.898 -0.082
H -3.027 3.852 -1.312
H -2.579 4.192 1.703
H -2.374 5.446 0.459
H -1.278 4.051 0.518
H -4.336 -1.527 -0.767
H -5.432 -3.696 -0.988
H -4.091 -5.780 -1.358
H -1.597 -5.586 -1.475
H -0.497 -3.405 -1.248
C -0.072 1.068 -2.658
H 0.240 1.710 -3.492
H -0.731 0.301 -3.078

73
Properties=species:S:1:pos:R:3 method="wB97M-V/def2-TZVPD" total_energy_ha=-2225.7399 charge=0 gap_ev=7.128 lumo_ev=-1.02 homo_ev=-8.15 spin_multiplicity=1
Sr -0.486 1.884 0.008
C 1.670 5.230 2.099
C 1.439 4.244 0.987
O 0.658 3.302 1.223
C 2.148 4.382 -0.278
C 3.190 5.335 -0.369
C 3.963 5.463 -1.490
C 3.697 4.620 -2.591
C 2.677 3.706 -2.556
C 1.848 3.558 -1.411
O 0.872 2.697 -1.422
H 0.972 5.010 2.901
H 1.531 6.258 1.758
H 2.693 5.136 2.478
H 3.395 5.974 0.482
H 4.762 6.192 -1.530
H 4.309 4.702 -3.485
H 2.456 3.070 -3.405
C -1.547 -0.960 -3.182
P -1.567 -0.572 -1.397
C -0.736 -2.114 -0.725
N -0.911 -3.229 -1.398
C -0.383 -4.380 -0.909
C -0.562 -5.592 -1.626
C -0.059 -6.751 -1.119
C 0.643 -6.758 0.121
C 0.825 -5.606 0.822
C 0.310 -4.386 0.307
N 0.516 -3.230 0.988
C 0.048 -2.109 0.492
P 0.458 -0.536 1.445
C 0.218 -1.155 3.146
C 2.325 -0.422 1.254
C 2.787 0.713 2.181
C 2.593 -0.038 -0.212
C 3.105 -1.683 1.614
C -3.341 -0.848 -0.879
C -3.392 -0.643 0.642
C -3.907 -2.220 -1.230
C -4.167 0.236 -1.589
H -1.959 -1.944 -3.384
H -0.514 -0.933 -3.529
H -2.104 -0.194 -3.720
H -1.105 -5.560 -2.565
H -0.194 -7.681 -1.660
H 1.036 -7.692 0.505
H 1.360 -5.582 1.765
H 0.705 -2.117 3.279
H -0.851 -1.265 3.328
H 0.606 -0.428 3.859
H 2.219 1.633 2.037
H 3.841 0.933 1.973
H 2.710 0.428 3.233
H 2.102 0.904 -0.512
H 2.268 -0.826 -0.899
H 3.668 0.108 -0.357
H 3.021 -1.926 2.678
H 4.165 -1.500 1.396
H 2.790 -2.557 1.044
H -2.803 -1.403 1.170
H -4.426 -0.728 0.989
H -3.034 0.348 0.938
H -3.321 -3.040 -0.814
H -3.980 -2.370 -2.312
H -4.920 -2.290 -0.816
H -3.745 1.232 -1.459
H -5.179 0.255 -1.168
H -4.255 0.032 -2.660
N -2.508 2.919 0.237
C -3.629 3.166 0.513
N -4.865 3.450 0.636
C -5.685 3.183 1.647
N -6.461 2.967 2.485